{
  "formula": "C2H3Cl3O",
  "method": "ωB97M-V with the def2-TZVPD basis set",
  "max_force_ev_per_a": 4.03,
  "e_tot_ev": -41734.350,
  "orbital_gap_ev": 9.38,
  "species": ["C", "C", "O", "Cl", "Cl", "Cl", "H", "H", "H"],
  "coordinates": [[1.69558, 0.38442, 0.16945], [-1.83779, -0.40531, 0.34812], [1.49122, -0.14548, -0.97392], [3.12724, 1.27409, 0.33644], [-0.67567, -1.61120, 0.87084], [-1.29465, 1.24545, 0.85057], [-2.90539, -0.39751, 0.68503], [-1.98786, -0.25171, -0.72226], [2.38732, -0.09276, -1.56427]],
  "atomic_forces_ev_per_a": [[-1.8, -0.3, 1.2], [-1.2, 2.0, -0.3], [3.5, 0.0, -2.0], [1.3, 0.4, -0.4], [-1.1, -0.1, -0.2], [-0.2, -0.1, 0.1], [1.2, -1.1, 0.6], [0.9, -0.9, -0.1], [-2.5, 0.0, 1.1]]
}